# C5H4

One molecule with the formula C5H4 in a non-equilibrium geometry (the ωB97M-V functional and the def2-TZVPD basis, the Open Molecules 2025 dataset).

For the energy above the lowest of the compared OMol25 structures with the same formula, charge and spin, the calculation gives 4.653 eV. As for the gap between HOMO and LUMO (alpha / beta): 9.00 / 8.41 eV. As for the charge: 0.

Each line ends with the natural charge from an NBO analysis.
Cartesian coordinates (Å):
1 C 0.006606 -0.081327 0.806560  -0.106
2 C 1.231533 -0.037636 0.045975  -0.420
3 C -0.730603 0.954343 -0.018975  -0.109
4 C -0.718248 -1.250707 -0.023071  -0.161
5 H -1.624893 1.534035 0.152626  0.246
6 H -1.747345 -1.253312 0.023138  0.164
7 H 1.681554 0.981572 0.091577  0.222
8 H 1.882668 -0.857571 -0.250481  0.245
9 C 0.018727 0.010603 -0.827350  -0.080

Cartesian forces (eV/Å) of the 3 atoms listed first:
-2.03 -1.36 -0.38
2.76 1.93 -1.33
0.41 -2.73 1.04


# C5H4

One molecule with the formula C5H4 in a non-equilibrium geometry (the ωB97M-V functional and the def2-TZVPD basis, the Open Molecules 2025 dataset).

For the energy above the lowest of the compared OMol25 structures with the same formula, charge and spin, the calculation gives 0.887 eV. As for the gap between HOMO and LUMO: 10.82 eV. As for the charge: 0.

Each line ends with the natural charge from an NBO analysis.
Cartesian coordinates (Å):
1 H 0.161918 1.620206 -0.872972  0.254
2 C 1.214880 -0.068458 -0.097930  -0.006
3 H -0.193437 1.175970 0.791280  0.262
4 C -1.206924 0.004327 -0.443012  -0.001
5 C 2.178697 -0.769894 0.052236  -0.220
6 C 0.021770 0.770495 -0.202771  -0.544
7 H 3.030059 -1.399762 0.173125  0.237
8 C -2.206835 -0.505011 -0.013369  -0.218
9 H -3.000132 -0.827876 0.613410  0.236

Cartesian forces (eV/Å) of the 3 atoms listed first:
0.06 -0.19 -0.12
0.51 -0.27 -0.03
0.37 0.26 -0.10


# C5H4

One molecule with the formula C5H4 in a non-equilibrium geometry (the ωB97M-V functional and the def2-TZVPD basis, the Open Molecules 2025 dataset).

For the energy above the lowest of the compared OMol25 structures with the same formula, charge and spin, the calculation gives 2.501 eV. As for the gap between HOMO and LUMO: 9.97 eV. As for the charge: 0.

Each line ends with the natural charge from an NBO analysis.
Cartesian coordinates (Å):
1 H 0.045331 1.612428 -0.728991  0.248
2 H -0.432407 0.984268 0.828610  0.216
3 C -0.102130 0.687906 -0.182857  -0.470
4 C -1.990233 -0.402110 -0.057797  -0.107
5 C 2.097213 -0.775446 0.091608  -0.221
6 H 2.982751 -1.360120 0.182284  0.236
7 H -2.520335 -0.517515 0.855737  0.231
8 C 1.110470 -0.102200 -0.045677  -0.016
9 C -1.190663 -0.127207 -0.942919  -0.116

Cartesian forces (eV/Å) of the 3 atoms listed first:
0.39 0.09 -0.12
0.20 -0.06 -0.42
0.52 0.43 -0.18


# C5H4

One molecule with the formula C5H4 in a non-equilibrium geometry (the ωB97M-V functional and the def2-TZVPD basis, the Open Molecules 2025 dataset).

For the energy above the lowest of the compared OMol25 structures with the same formula, charge and spin, the calculation gives 0.664 eV. As for the gap between HOMO and LUMO: 9.66 eV. As for the charge: 0.

Each line ends with the natural charge from an NBO analysis.
Cartesian coordinates (Å):
1 H 1.216633 -1.426997 -0.078913  0.247
2 C 0.053867 0.023417 -0.974234  0.160
3 C 0.672911 -0.496295 0.060115  -0.377
4 C -0.892767 0.107484 -1.858150  -0.497
5 H -1.508190 -0.738625 -1.577451  0.242
6 C 0.483630 0.616724 2.433235  -0.214
7 H -1.023670 0.728345 -2.740938  0.238
8 H 0.437223 1.099937 3.381024  0.235
9 C 0.560364 0.086009 1.355312  -0.033

Cartesian forces (eV/Å) of the 3 atoms listed first:
0.34 0.29 0.08
0.02 -0.24 0.09
0.15 0.15 -0.09


# C5H40N2O14

A 14-piece molecular cluster, C5H40N2O14 overall in a non-equilibrium geometry (the ωB97M-V functional and the def2-TZVPD basis, the Open Molecules 2025 dataset).

For the energy above the lowest of the compared OMol25 structures with the same formula, charge and spin, the calculation gives 6.895 eV. As for the gap between HOMO and LUMO: 8.98 eV. As for the charge: 0.

Each line ends with the natural charge from an NBO analysis.
Cartesian coordinates (Å):
1 H 0.782661 -2.439490 3.076476  0.511
2 H 1.803353 2.601442 -0.375102  0.209
3 H -1.054530 1.263819 -3.488455  0.486
4 H 0.009256 -0.378123 -4.777780  0.473
5 N -1.530190 -2.262889 1.122384  -0.883
6 C -0.229283 0.217893 0.011730  -0.482
7 O 2.051693 1.470826 -2.277977  -0.956
8 H 0.651976 3.600972 1.676498  0.460
9 H 0.294515 -0.451491 4.314603  0.502
10 H 0.882297 -3.661322 2.330608  0.465
11 H -1.970150 -2.854270 1.780100  0.381
12 H 4.248701 -0.037042 1.075614  0.510
13 H -4.586667 1.946512 -1.203331  0.487
14 O 4.400503 -0.131099 2.123012  -0.964
15 N -0.983957 2.606960 -0.021464  -0.853
16 H -0.474667 1.744625 1.775320  0.180
17 H -1.883992 3.579327 1.569577  0.473
18 H -2.089794 0.981827 -2.373667  0.486
19 O -0.364570 -1.054440 4.042497  -0.953
20 O 4.584823 -0.052942 -1.005990  -0.948
21 O 1.486413 3.243620 1.464532  -0.749
22 H -0.987509 2.420491 -0.965780  0.383
23 O 2.477084 -2.052433 -0.432433  -0.982
24 H 1.613180 2.216048 -2.575070  0.473
25 H -1.493326 -0.811898 -1.489453  0.241
26 H 0.429319 -2.816713 -2.511026  0.469
27 H 1.398979 0.750783 -2.447629  0.486
28 H 4.486477 -1.009783 2.273694  0.462
29 H 0.282926 -0.612356 0.608753  0.220
30 H -4.816713 0.403851 -1.122278  0.475
31 O -2.736887 3.673304 2.033384  -0.931
32 H 3.974534 -0.720817 -0.958448  0.471
33 H 0.526777 -0.032722 -0.736944  0.213
34 O -0.272134 -0.407228 -3.833143  -1.004
35 O -2.962541 -2.227683 -1.825809  -0.936
36 O 1.199022 -2.306278 -2.659363  -0.991
37 H 1.904943 1.241569 3.136054  0.473
38 H -0.510938 -1.017104 3.185052  0.467
39 H -0.970614 -2.640210 0.375042  0.365
40 H 2.829173 0.109313 3.047621  0.498
41 C -1.588142 -0.258955 -0.489451  -0.475
42 O 1.213339 -2.782381 2.193337  -0.987
43 H 1.653440 -2.225011 -1.755968  0.507
44 O -4.238272 1.095659 -1.450792  -0.940
45 H -1.896774 2.523902 0.403275  0.344
46 H 1.816745 -1.873378 0.352549  0.533
47 C 1.313558 2.149828 0.519411  -0.086
48 H 0.404736 -1.118592 -3.586055  0.507
49 H 2.082696 1.531354 0.919929  0.173
50 O -1.791563 1.689594 -3.024181  -0.979
51 H -2.356437 -0.380108 1.534523  0.155
52 H -3.867771 -2.440560 -1.560364  0.470
53 C -2.239857 -1.094158 0.625183  -0.192
54 H 2.888725 -2.883448 -0.042491  0.503
55 H -2.965595 -2.672892 -2.680522  0.475
56 C -0.129956 1.593832 0.599974  -0.062
57 H -3.228121 -1.211778 0.285206  0.154
58 H 4.093240 0.609973 -1.476680  0.490
59 H -3.081008 2.770927 2.038150  0.457
60 H -2.445407 0.520437 -0.697591  0.256
61 O 1.962280 0.360902 3.351149  -0.990

Cartesian forces (eV/Å) of the 3 atoms listed first:
1.25 0.34 -2.14
-1.56 -0.95 -0.06
-0.32 -0.09 0.21